Entry 1:
This record from OMol25 describes a single C2H6N4S molecule in a non-equilibrium geometry. The level of theory is ωB97M-V/def2-TZVPD.

The calculation puts the LUMO energy at 0.59 eV. Its gap between HOMO and LUMO is 10.002 eV. The HOMO energy comes out at -9.41 eV. Its relative energy (zero: lowest compared OMol25 entry of this formula, charge and spin) is 360.64 kJ/mol. The total energy is -696.88870 Ha. As for the SMILES: [H]/N=C\CSN/N=N/[H].

Bonds (Å) are listed after each position.
Atoms and positions in Å:
1 C -1.82 -0.50 0.01  C2 1.473, N5 1.262, H8 1.046
2 C -1.24 0.72 0.60  C1 1.473, S7 1.757, H10 1.088, H11 1.047
3 N 2.82 -0.92 -0.25  N4 1.256, H12 0.962
4 N 1.64 -0.48 -0.17  N3 1.256, N6 1.317
5 N -1.63 -0.96 -1.15  C1 1.262, H13 0.939
6 N 1.49 0.75 0.26  N4 1.317, S7 1.758, H9 1.036
7 S 0.02 1.52 -0.33  C2 1.757, N6 1.758
8 H -2.53 -1.16 0.40  C1 1.046
9 H 2.31 1.37 0.09  N6 1.036
10 H -1.98 1.49 0.82  C2 1.088
11 H -0.88 0.41 1.53  C2 1.047
12 H 2.80 -1.88 -0.29  N3 0.962
13 H -1.00 -0.37 -1.51  N5 0.939

=====

Entry 2:
This record from OMol25 describes 3 unconnected molecules or ions with the total composition C12H18O9 in a non-equilibrium geometry. The level of theory is ωB97M-V/def2-TZVPD.

The calculation puts the LUMO energy at 0.09 eV. Its gap between HOMO and LUMO is 10.824 eV. The HOMO energy comes out at -10.73 eV. Its relative energy (zero: lowest compared OMol25 entry of this formula, charge and spin) is 104.32 kJ/mol. The total energy is -1145.23414 Ha. As for the SMILES: C[C@H]1COC(=O)O1.C[C@H]1COC(=O)O1.C[C@H]1COC(=O)O1.

Bonds (Å) are listed after each position.
Atoms and positions in Å:
1 C -1.33 1.81 1.03  C2 1.513, H8 1.089, H9 1.093, H10 1.088
2 C -1.51 3.25 1.46  C1 1.513, C3 1.527, O7 1.445, H11 1.092
3 C -0.60 4.25 0.74  C2 1.527, O4 1.433, H12 1.090, H13 1.092
4 O -1.36 5.45 0.89  C3 1.433, C5 1.341
5 C -2.65 5.13 1.07  O4 1.341, O6 1.201, O7 1.315
6 O -3.51 5.97 1.06  C5 1.201
7 O -2.79 3.82 1.10  C2 1.445, C5 1.315
8 H -0.27 1.55 1.01  C1 1.089
9 H -1.71 1.82 0.00  C1 1.093
10 H -1.88 1.08 1.61  C1 1.088
11 H -1.34 3.37 2.53  C2 1.092
12 H -0.34 4.14 -0.31  C3 1.090
13 H 0.34 4.20 1.30  C3 1.092
14 C 2.50 -1.14 1.46  C15 1.529, H21 1.097, H22 1.091, H23 1.088
15 C 3.17 -0.44 0.28  C14 1.529, C16 1.544, O20 1.450, H24 1.090
16 C 2.29 -0.36 -0.98  C15 1.544, O17 1.441, H25 1.089, H26 1.089
17 O 2.28 1.05 -1.29  C16 1.441, C18 1.349
18 C 2.79 1.75 -0.25  O17 1.349, O19 1.186, O20 1.338
19 O 2.94 2.93 -0.23  C18 1.186
20 O 3.22 0.94 0.73  C15 1.450, C18 1.338
21 H 2.36 -2.18 1.15  C14 1.097
22 H 1.54 -0.67 1.68  C14 1.091
23 H 3.06 -1.10 2.40  C14 1.088
24 H 4.20 -0.78 0.19  C15 1.090
25 H 1.23 -0.62 -0.96  C16 1.089
26 H 2.75 -0.98 -1.75  C16 1.089
27 C -2.61 -4.25 -1.31  C28 1.511, H34 1.092, H35 1.090, H36 1.092
28 C -1.65 -3.09 -1.35  C27 1.511, C29 1.548, O33 1.437, H37 1.093
29 C -0.64 -3.13 -0.18  C28 1.548, O30 1.459, H38 1.084, H39 1.086
30 O 0.62 -3.11 -0.92  C29 1.459, C31 1.326
31 C 0.45 -2.93 -2.23  O30 1.326, O32 1.194, O33 1.348
32 O 1.37 -2.74 -2.97  C31 1.194
33 O -0.86 -2.94 -2.54  C28 1.437, C31 1.348
34 H -2.06 -5.18 -1.42  C27 1.092
35 H -3.43 -4.26 -2.04  C27 1.090
36 H -3.15 -4.23 -0.36  C27 1.092
37 H -2.17 -2.13 -1.42  C28 1.093
38 H -0.61 -4.04 0.41  C29 1.084
39 H -0.66 -2.22 0.41  C29 1.086

=====

Entry 3:
This record from OMol25 describes 2 unconnected molecules or ions with the total composition C13H30BFN3O2 in a non-equilibrium geometry. The level of theory is ωB97M-V/def2-TZVPD.

The calculation puts the LUMO energy at -2.59 eV. Its gap between HOMO and LUMO is 10.998 eV. The total charge is +1. The HOMO energy comes out at -13.59 eV. Its relative energy (zero: lowest compared OMol25 entry of this formula, charge and spin) is 0.00 kJ/mol. The total energy is -952.59230 Ha.

Bonds (Å) are listed after each position.
Atoms and positions in Å:
1 C -1.75 3.35 -2.67  C2 1.526, H16 1.088, H17 1.084, H18 1.087
2 C -0.77 2.80 -3.70  C1 1.526, C3 1.549, H19 1.084, H20 1.092
3 C -0.48 1.28 -3.57  C2 1.549, N4 1.457, H21 1.089, H22 1.087
4 N -0.98 0.64 -2.37  C3 1.457, N5 1.436, H23 1.006
5 N -0.23 0.72 -1.15  N4 1.436, C6 1.525, B8 1.566, C13 1.549
6 C -1.18 0.94 0.02  N5 1.525, C7 1.522, H24 1.083, H25 1.085
7 C -2.58 0.35 -0.13  C6 1.522, H26 1.090, H27 1.081, H28 1.082
8 B 0.88 1.81 -1.10  N5 1.566, O9 1.362, O10 1.346
9 O 1.96 1.66 -1.92  B8 1.362, H29 0.960
10 O 0.81 2.80 -0.19  B8 1.346, C11 1.465
11 C 1.38 2.56 1.14  O10 1.465, C12 1.528, H30 1.084, H31 1.088
12 C 0.43 3.05 2.23  C11 1.528, H32 1.088, H33 1.084, H34 1.085
13 C 0.57 -0.59 -0.92  N5 1.549, C14 1.503, F15 1.361, H35 1.094
14 C -0.21 -1.74 -0.36  C13 1.503, H36 1.088, H37 1.084, H38 1.085
15 F 1.10 -0.94 -2.12  C13 1.361
16 H -1.93 4.40 -2.90  C1 1.088
17 H -2.71 2.85 -2.71  C1 1.084
18 H -1.33 3.33 -1.67  C1 1.087
19 H -1.15 3.00 -4.69  C2 1.084
20 H 0.17 3.35 -3.59  C2 1.092
21 H -1.02 0.78 -4.38  C3 1.089
22 H 0.56 1.06 -3.79  C3 1.087
23 H -1.25 -0.31 -2.56  N4 1.006
24 H -1.30 2.01 0.11  C6 1.083
25 H -0.70 0.61 0.93  C6 1.085
26 H -2.98 0.29 0.88  C7 1.090
27 H -3.23 1.01 -0.69  C7 1.081
28 H -2.60 -0.66 -0.52  C7 1.082
29 H 1.93 2.20 -2.72  O9 0.960
30 H 2.30 3.13 1.17  C11 1.084
31 H 1.61 1.51 1.27  C11 1.088
32 H -0.46 3.47 1.76  C12 1.088
33 H 0.88 3.86 2.80  C12 1.084
34 H 0.11 2.26 2.90  C12 1.085
35 H 1.39 -0.34 -0.24  C13 1.094
36 H 0.48 -2.58 -0.32  C14 1.088
37 H -0.54 -1.58 0.66  C14 1.084
38 H -1.03 -2.04 -1.00  C14 1.085
39 C 0.29 -4.94 2.19  C40 1.525, H44 1.092, H45 1.091, H46 1.090
40 C 1.70 -4.46 2.49  C39 1.525, C41 1.532, H47 1.093, H48 1.090
41 C 1.86 -3.92 3.91  C40 1.532, C42 1.463, H49 1.090, H50 1.090
42 C 1.00 -2.74 4.08  C41 1.463, N43 1.146
43 N 0.35 -1.81 4.19  C42 1.146
44 H -0.44 -4.13 2.32  C39 1.092
45 H 0.21 -5.30 1.17  C39 1.091
46 H 0.00 -5.76 2.85  C39 1.090
47 H 1.99 -3.67 1.79  C40 1.093
48 H 2.40 -5.28 2.34  C40 1.090
49 H 2.88 -3.61 4.11  C41 1.090
50 H 1.59 -4.67 4.66  C41 1.090

=====

Entry 4:
This record from OMol25 describes 11 unconnected molecules or ions with the total composition C10H38Cl2O15S in a non-equilibrium geometry. The level of theory is ωB97M-V/def2-TZVPD.

The calculation puts the LUMO energy at -0.02 eV. Its gap between HOMO and LUMO is 10.473 eV. The HOMO energy comes out at -10.49 eV. The total energy is -2850.96177 Ha.

Bonds (Å) are listed after each position.
Atoms and positions in Å:
1 C 3.44 -0.82 0.94  C2 1.523, H19 1.088, H20 1.097, H21 1.084
2 C 3.53 -0.78 -0.58  C1 1.523, O3 1.194, O4 1.346
3 O 4.28 -1.51 -1.16  C2 1.194
4 O 2.75 0.16 -1.15  C2 1.346, C5 1.425
5 C 2.53 -0.03 -2.55  O4 1.425, C6 1.545, H22 1.092, H23 1.089
6 C 1.25 -0.85 -2.85  C5 1.545, C7 1.538, H24 1.096, H25 1.091
7 C 0.85 -1.85 -1.74  C6 1.538, C8 1.549, H26 1.091, H27 1.092
8 C -0.57 -2.37 -2.08  C7 1.549, C9 1.549, H28 1.089, H29 1.096
9 C -1.18 -3.26 -0.97  C8 1.549, O10 1.459, H30 1.092, H31 1.083
10 O -2.56 -2.80 -0.78  C9 1.459, S11 1.644
11 S -2.55 -1.63 0.39  O10 1.644, O12 1.466, O13 1.660
12 O -2.90 -2.33 1.63  S11 1.466
13 O -3.89 -0.71 0.10  S11 1.660, C14 1.407
14 C -3.63 0.47 -0.64  O13 1.407, Cl15 1.813, C16 1.534, H32 1.088
15 Cl -3.39 0.10 -2.40  C14 1.813
16 C -2.50 1.35 -0.10  C14 1.534, C17 1.559, Cl18 1.808, H33 1.085
17 C -2.40 2.67 -0.92  C16 1.559, H34 1.090, H35 1.085, H36 1.092
18 Cl -2.93 1.80 1.60  C16 1.808
19 H 2.47 -0.51 1.32  C1 1.088
20 H 4.18 -0.09 1.29  C1 1.097
21 H 3.76 -1.79 1.30  C1 1.084
22 H 2.37 0.97 -2.96  C5 1.092
23 H 3.37 -0.45 -3.09  C5 1.089
24 H 0.42 -0.15 -2.96  C6 1.096
25 H 1.36 -1.38 -3.80  C6 1.091
26 H 0.83 -1.38 -0.76  C7 1.091
27 H 1.51 -2.72 -1.76  C7 1.092
28 H -0.61 -2.81 -3.07  C8 1.089
29 H -1.19 -1.47 -2.13  C8 1.096
30 H -0.62 -3.26 -0.03  C9 1.092
31 H -1.26 -4.27 -1.34  C9 1.083
32 H -4.55 1.05 -0.60  C14 1.088
33 H -1.52 0.89 -0.13  C16 1.085
34 H -3.12 2.68 -1.74  C17 1.090
35 H -2.50 3.53 -0.27  C17 1.085
36 H -1.41 2.72 -1.38  C17 1.092
37 O -4.81 4.54 3.43  H38 0.965, H39 0.963
38 H -4.13 4.77 4.07  O37 0.965
39 H -4.41 3.84 2.90  O37 0.963
40 O 2.94 2.90 -0.17  H41 0.965, H42 0.962
41 H 2.62 2.03 -0.42  O40 0.965
42 H 3.89 2.80 -0.12  O40 0.962
43 O -2.34 -5.44 1.19  H44 0.965, H45 0.962
44 H -2.39 -4.52 0.92  O43 0.965
45 H -2.40 -5.40 2.15  O43 0.962
46 O 7.20 -0.40 -0.76  H47 0.966, H48 0.962
47 H 6.60 -1.15 -0.86  O46 0.966
48 H 7.95 -0.74 -0.27  O46 0.962
49 O -5.44 4.98 6.65  H50 0.964, H51 0.966
50 H -6.10 5.66 6.77  O49 0.964
51 H -5.50 4.75 5.71  O49 0.966
52 O 0.35 4.54 0.66  H53 0.961, H54 0.967
53 H -0.01 5.10 -0.04  O52 0.961
54 H 1.26 4.37 0.39  O52 0.967
55 O 6.65 1.70 -3.06  H56 0.961, H57 0.963
56 H 6.07 0.94 -3.16  O55 0.961
57 H 7.40 1.35 -2.56  O55 0.963
58 O 0.48 -7.29 1.15  H59 0.965, H60 0.960
59 H -0.11 -6.53 1.23  O58 0.965
60 H 0.41 -7.54 0.23  O58 0.960
61 O -3.94 7.36 5.54  H62 0.967, H63 0.962
62 H -4.56 6.68 5.86  O61 0.967
63 H -4.39 7.77 4.80  O61 0.962
64 O 0.81 -5.08 -2.20  H65 0.963, H66 0.963
65 H 0.49 -5.96 -2.40  O64 0.963
66 H 1.77 -5.17 -2.24  O64 0.963

=====

Entry 5:
This record from OMol25 describes a gas-phase ion, C3H9N2 (charge +1) in a non-equilibrium geometry. The level of theory is ωB97M-V/def2-TZVPD.

The calculation puts the LUMO energy at -4.99 eV. Its gap between HOMO and LUMO is 9.314 eV. The total charge is +1. The HOMO energy comes out at -14.30 eV. Its relative energy (zero: lowest compared OMol25 entry of this formula, charge and spin) is 142.09 kJ/mol. The total energy is -228.93269 Ha. As for the SMILES: C=[N+](C)CN.

Bonds (Å) are listed after each position.
Atoms and positions in Å:
1 C 0.68 0.66 0.55  N2 1.412, H3 1.084, H4 1.092, N9 1.493
2 N -0.26 1.67 0.83  C1 1.412, H5 1.008, H6 1.012
3 H 1.39 1.00 -0.19  C1 1.084
4 H 1.27 0.32 1.41  C1 1.092
5 H -0.88 1.49 1.60  N2 1.008
6 H 0.00 2.65 0.78  N2 1.012
7 C 0.30 -0.82 -1.51  N9 1.484, H10 1.081, H11 1.084, H12 1.085
8 C -0.93 -1.11 0.54  N9 1.273, H13 1.080, H14 1.085
9 N 0.01 -0.52 -0.09  C1 1.493, C7 1.484, C8 1.273
10 H 0.59 0.10 -2.00  C7 1.081
11 H 1.06 -1.59 -1.56  C7 1.084
12 H -0.62 -1.20 -1.94  C7 1.085
13 H -1.11 -0.80 1.55  C8 1.080
14 H -1.51 -1.86 0.02  C8 1.085

=====

- What is the formula in the second record?
  C12H18O9

=====

Copy entry 5 word for word.
This record from OMol25 describes a gas-phase ion, C3H9N2 (charge +1) in a non-equilibrium geometry. The level of theory is ωB97M-V/def2-TZVPD.

The calculation puts the LUMO energy at -4.99 eV. Its gap between HOMO and LUMO is 9.314 eV. The total charge is +1. The HOMO energy comes out at -14.30 eV. Its relative energy (zero: lowest compared OMol25 entry of this formula, charge and spin) is 142.09 kJ/mol. The total energy is -228.93269 Ha. As for the SMILES: C=[N+](C)CN.

Bonds (Å) are listed after each position.
Atoms and positions in Å:
1 C 0.68 0.66 0.55  N2 1.412, H3 1.084, H4 1.092, N9 1.493
2 N -0.26 1.67 0.83  C1 1.412, H5 1.008, H6 1.012
3 H 1.39 1.00 -0.19  C1 1.084
4 H 1.27 0.32 1.41  C1 1.092
5 H -0.88 1.49 1.60  N2 1.008
6 H 0.00 2.65 0.78  N2 1.012
7 C 0.30 -0.82 -1.51  N9 1.484, H10 1.081, H11 1.084, H12 1.085
8 C -0.93 -1.11 0.54  N9 1.273, H13 1.080, H14 1.085
9 N 0.01 -0.52 -0.09  C1 1.493, C7 1.484, C8 1.273
10 H 0.59 0.10 -2.00  C7 1.081
11 H 1.06 -1.59 -1.56  C7 1.084
12 H -0.62 -1.20 -1.94  C7 1.085
13 H -1.11 -0.80 1.55  C8 1.080
14 H -1.51 -1.86 0.02  C8 1.085

=====

Repeat the first record exactly.
This record from OMol25 describes a single C2H6N4S molecule in a non-equilibrium geometry. The level of theory is ωB97M-V/def2-TZVPD.

The calculation puts the LUMO energy at 0.59 eV. Its gap between HOMO and LUMO is 10.002 eV. The HOMO energy comes out at -9.41 eV. Its relative energy (zero: lowest compared OMol25 entry of this formula, charge and spin) is 360.64 kJ/mol. The total energy is -696.88870 Ha. As for the SMILES: [H]/N=C\CSN/N=N/[H].

Bonds (Å) are listed after each position.
Atoms and positions in Å:
1 C -1.82 -0.50 0.01  C2 1.473, N5 1.262, H8 1.046
2 C -1.24 0.72 0.60  C1 1.473, S7 1.757, H10 1.088, H11 1.047
3 N 2.82 -0.92 -0.25  N4 1.256, H12 0.962
4 N 1.64 -0.48 -0.17  N3 1.256, N6 1.317
5 N -1.63 -0.96 -1.15  C1 1.262, H13 0.939
6 N 1.49 0.75 0.26  N4 1.317, S7 1.758, H9 1.036
7 S 0.02 1.52 -0.33  C2 1.757, N6 1.758
8 H -2.53 -1.16 0.40  C1 1.046
9 H 2.31 1.37 0.09  N6 1.036
10 H -1.98 1.49 0.82  C2 1.088
11 H -0.88 0.41 1.53  C2 1.047
12 H 2.80 -1.88 -0.29  N3 0.962
13 H -1.00 -0.37 -1.51  N5 0.939

=====

- What is the formula in the third record?
  C13H30BFN3O2